1.
Here is a cluster of 4 separate species, C8H24O4 in total from OMol25. Energies are from the ωB97M-V functional and the def2-TZVPD basis.

Last column: Mulliken charge in e.
CARTESIAN COORDINATES (ANGSTROEM)
C 35.445 23.657 27.696  -1.543
C 35.936 25.058 28.084  -0.236
O 36.041 25.247 29.491  -0.568
H 35.118 23.638 26.668  0.369
H 34.615 23.329 28.105  0.525
H 36.073 23.004 27.951  0.441
H 35.476 25.897 27.489  0.387
H 36.868 25.219 27.680  0.346
H 36.502 26.293 29.571  0.338
C 38.413 21.296 31.919  -1.212
C 38.032 22.192 30.848  0.025
O 36.709 22.674 30.979  -0.566
H 39.160 20.679 31.678  0.403
H 37.498 20.970 32.369  0.263
H 38.915 21.914 32.683  0.316
H 37.716 21.744 29.881  0.297
H 38.752 23.091 30.780  0.253
H 36.447 23.261 30.085  0.185
C 34.667 20.075 31.570  -1.109
C 33.838 18.784 31.320  -0.279
O 34.516 17.588 31.495  -0.530
H 34.013 20.762 31.521  0.458
H 35.518 20.286 30.871  0.252
H 35.351 19.954 32.372  0.326
H 33.452 18.790 30.360  0.385
H 33.000 18.743 32.198  0.158
H 34.205 16.899 30.807  0.329
C 41.343 21.426 29.112  -0.986
C 42.719 21.772 29.797  -0.234
O 43.562 22.347 28.891  -0.566
H 40.638 20.987 29.703  0.249
H 41.510 20.775 28.223  0.332
H 41.041 22.346 28.720  0.292
H 43.120 20.998 30.473  0.331
H 42.423 22.543 30.440  0.243
H 44.519 22.780 29.267  0.327

Atoms 1-3, force components in eV/Å:
-1.66 6.87 -3.04
-1.56 0.39 -0.84
1.50 4.80 0.04

Computed properties:
- Total charge: 0
- E_HOMO: -9.21 eV
- Kohn-Sham gap: 0.356 Ha
- DFT total energy: -16868.260 eV
- SMILES string: CCO.CCO.CCO.CCO
- 2S+1: 1

---

2.
Here is a structure of composition C32H60FeN2O2P3 from OMol25. Energies are from the ωB97M-V functional and the def2-TZVPD basis.

Last column: Mulliken spin population.
CARTESIAN COORDINATES (ANGSTROEM)
C 2.510 -1.363 -1.289  -0.019
C 1.421 0.495 -2.296  -0.035
C 3.369 -1.461 -2.374  0.016
C 2.221 0.396 -3.422  0.015
C 3.204 -0.598 -3.454  -0.018
H 4.107 -2.255 -2.370  0.001
H 2.057 1.088 -4.254  0.000
H 3.827 -0.701 -4.336  0.000
N 1.576 -0.392 -1.284  0.035
P 0.776 -2.433 0.603  0.058
P 0.143 2.159 -0.365  -0.054
C 2.484 -2.345 -0.126  0.053
H 2.797 -3.354 -0.450  -0.002
H 3.173 -2.034 0.681  -0.006
C 0.231 1.409 -2.129  0.055
H 0.233 2.236 -2.853  -0.002
C -1.479 3.158 -0.330  0.073
C 1.614 3.325 -0.213  0.044
C -0.199 -3.580 -0.555  -0.011
C 1.038 -3.318 2.260  0.010
C -2.556 2.292 0.349  0.038
H -2.432 2.260 1.441  -0.009
H -3.544 2.728 0.133  -0.001
H -2.561 1.257 -0.015  0.007
C -1.331 4.470 0.459  0.011
H -1.049 4.312 1.508  -0.003
H -0.620 5.158 -0.015  0.001
H -2.311 4.972 0.458  0.000
C -1.948 3.519 -1.749  0.017
H -2.686 4.332 -1.665  -0.001
H -1.140 3.898 -2.387  -0.001
H -2.445 2.672 -2.242  -0.002
C 1.608 3.898 1.231  0.013
H 1.064 3.252 1.935  -0.002
H 2.641 3.969 1.595  0.001
H 1.184 4.907 1.276  0.001
C 2.925 2.534 -0.438  0.010
H 2.934 1.579 0.097  0.004
H 3.110 2.355 -1.505  -0.002
H 3.757 3.129 -0.032  0.001
C 1.531 4.432 -1.291  0.003
H 0.768 4.243 -2.057  0.000
H 1.358 5.415 -0.836  0.001
H 2.495 4.493 -1.816  -0.001
C -0.352 -3.527 2.883  0.034
H -0.225 -3.992 3.873  0.000
H -0.870 -2.566 3.013  -0.013
H -0.987 -4.191 2.281  0.001
C 1.859 -2.407 3.185  0.018
H 2.837 -2.142 2.764  0.001
H 1.316 -1.490 3.434  -0.014
H 2.044 -2.953 4.123  -0.001
C 1.788 -4.661 2.143  -0.001
H 2.563 -4.644 1.366  0.001
H 2.291 -4.852 3.101  0.000
H 1.111 -5.506 1.977  0.000
C 0.177 -3.258 -2.009  0.024
H 1.211 -3.551 -2.244  0.000
H -0.499 -3.814 -2.678  0.001
H 0.052 -2.190 -2.233  0.000
C -1.699 -3.283 -0.306  0.009
H -2.103 -2.622 -1.085  0.004
H -2.258 -4.231 -0.312  0.001
H -1.893 -2.777 0.651  -0.003
C 0.096 -5.074 -0.343  0.002
H 1.171 -5.290 -0.402  -0.001
H -0.324 -5.457 0.594  0.000
H -0.395 -5.622 -1.160  0.000
Fe 0.216 -0.206 0.155  3.687
C 1.406 0.339 1.380  -0.151
O 2.268 0.594 2.144  -0.013
N -1.205 -0.308 -1.148  0.146
C -1.067 0.398 -2.167  -0.076
C -1.903 0.283 -3.470  0.018
C -1.482 1.295 -4.527  -0.003
C -1.622 -1.097 -4.065  0.001
C -3.405 0.433 -3.148  0.011
H -1.623 2.329 -4.197  -0.001
H -0.430 1.145 -4.803  0.001
H -2.096 1.152 -5.429  0.000
H -1.921 -1.892 -3.373  -0.003
H -2.181 -1.228 -5.002  0.000
H -0.548 -1.208 -4.278  0.002
H -3.888 1.128 -3.849  0.000
H -3.901 -0.540 -3.227  0.001
H -3.585 0.789 -2.129  -0.001
C 0.499 0.763 4.823  -0.002
P -1.097 0.542 3.993  0.018
C -2.068 -0.626 4.950  0.001
C -1.848 2.182 3.972  0.001
O -0.974 -0.056 2.608  -0.002
H 0.342 1.103 5.859  0.000
H 1.089 1.521 4.282  -0.001
H 1.072 -0.179 4.830  0.001
H -2.290 -0.280 5.971  0.000
H -3.018 -0.788 4.412  0.000
H -1.508 -1.580 4.994  0.000
H -1.248 2.868 3.344  -0.001
H -2.886 2.137 3.604  0.001
H -1.861 2.583 4.998  0.000

Atoms 1-3, force components in eV/Å:
-0.27 0.46 -0.36
-0.24 -0.49 0.47
-0.11 -0.22 0.11

Computed properties:
- Total charge: +1
- E_HOMO (spin up / spin down): -8.90 / -10.46 eV
- Kohn-Sham gap (spin up / spin down): 0.249 / 0.269 Ha
- DFT total energy: -103482.197 eV
- Expectation value of S²: 6.07
- 2S+1: 5

---

3.
Here is a cluster of 7 separate species, C13H30BF19N3O5P2 in total from OMol25. Energies are from the ωB97M-V functional and the def2-TZVPD basis.

Last column: Mulliken spin population.
CARTESIAN COORDINATES (ANGSTROEM)
C 0.957 1.194 3.317  0.070
C 2.054 0.379 3.919  0.575
O 2.954 0.830 4.618  0.202
N 1.975 -1.141 3.521  -0.023
H 1.035 -1.458 3.332  -0.035
H 2.384 -1.246 2.604  0.059
C 2.267 -2.058 4.693  0.252
H 0.174 0.458 3.137  -0.063
H 1.372 1.606 2.398  0.048
H 0.628 1.825 4.143  0.013
H 1.815 -1.606 5.576  0.013
H 3.354 -2.033 4.774  0.008
H 2.063 -3.097 4.431  -0.112
C 0.685 -4.765 -0.398  0.033
C 0.479 -4.321 -1.800  -0.009
O 0.103 -5.133 -2.589  -0.001
N 0.483 -2.823 -2.032  0.003
H -0.265 -2.570 -2.661  0.000
H 0.247 -2.405 -1.143  0.001
C 1.764 -2.424 -2.650  0.001
H 0.209 -5.739 -0.287  0.003
H 0.228 -4.109 0.343  -0.007
H 1.756 -4.885 -0.239  -0.006
H 1.997 -3.127 -3.449  -0.002
H 2.475 -2.352 -1.827  0.002
H 1.653 -1.422 -3.064  0.001
C -4.096 -0.809 -0.304  0.000
C -3.966 0.730 -0.061  0.001
O -4.908 1.452 -0.331  0.000
N -2.679 1.186 0.465  -0.004
H -2.907 1.622 1.347  0.000
H -2.078 0.390 0.621  0.002
C -1.817 2.055 -0.469  -0.004
H -3.372 -1.094 -1.066  0.000
H -5.062 -0.994 -0.773  0.000
H -4.001 -1.259 0.685  0.000
H -1.437 1.669 -1.415  -0.001
H -1.023 2.347 0.218  0.004
H -2.456 2.929 -0.596  0.001
C 2.620 1.231 -2.366  -0.004
O 2.627 2.540 -3.051  0.000
O 3.643 0.476 -2.956  0.000
C 2.358 1.324 -0.788  0.047
F 3.345 1.676 -0.032  -0.011
F 1.411 2.302 -0.713  0.003
F 1.834 0.128 -0.307  -0.013
C 3.564 3.547 -2.577  0.000
C 3.313 4.847 -3.346  0.000
H 3.633 5.709 -2.759  0.000
H 3.910 4.928 -4.254  0.000
H 2.266 5.017 -3.597  0.000
H 4.583 3.218 -2.780  0.000
H 3.372 3.812 -1.537  -0.001
H 1.654 0.889 -2.737  0.000
P -2.165 -1.199 -3.940  0.000
F -2.889 -1.796 -5.273  0.000
F -1.897 0.226 -4.706  0.000
F -3.713 -0.819 -3.575  0.000
F -1.467 -0.539 -2.586  0.002
F -2.486 -2.598 -3.187  0.000
F -0.751 -1.681 -4.508  0.000
P -2.766 2.416 4.091  -0.002
F -3.150 1.010 3.354  -0.001
F -3.734 3.330 3.133  0.000
F -3.816 2.222 5.319  0.000
F -2.311 3.786 4.863  0.000
F -1.511 1.784 4.885  0.006
F -1.686 2.840 2.993  0.000
B -0.977 -1.651 1.132  -0.013
F -0.142 -2.391 1.968  -0.051
F -2.004 -2.555 0.850  0.001
F -1.436 -0.676 1.960  -0.016
F -0.277 -1.153 0.045  0.028

Atoms 1-3, force components in eV/Å:
0.62 -2.00 0.55
-2.55 -0.42 0.03
2.44 -0.33 0.90

Computed properties:
- Total charge: -2
- E_HOMO (spin up / spin down): 0.52 / -2.49 eV
- Kohn-Sham gap (spin up / spin down): 0.117 / 0.227 Ha
- DFT total energy: -99577.403 eV
- Expectation value of S²: 0.75
- 2S+1: 2

---

4.
Here is a cluster of 3 separate species, C15H18F2NO2 in total from OMol25. Energies are from the ωB97M-V functional and the def2-TZVPD basis.

Last column: Mulliken charge in e.
CARTESIAN COORDINATES (ANGSTROEM)
N 2.939 -3.556 2.460  -0.352
C 2.010 -4.415 1.593  -0.525
C 0.843 -3.374 0.999  -0.411
C -0.490 -3.652 1.969  0.323
O -0.627 -2.879 3.052  -0.482
O -1.431 -4.761 1.627  -0.413
H 2.317 -2.909 3.031  0.322
H 3.540 -4.163 3.094  0.392
H 3.530 -3.009 1.767  0.385
H 2.625 -4.931 0.729  0.336
H 1.488 -5.202 2.322  0.361
H 1.219 -2.268 1.058  0.329
H 0.612 -3.624 -0.136  0.354
H -1.041 -5.548 2.132  0.378
F 1.436 3.986 1.536  -0.307
C 0.807 2.821 1.742  0.196
C 1.226 1.991 2.777  -0.358
C 0.568 0.781 2.995  -0.555
C -0.495 0.409 2.169  -0.483
C -0.905 1.246 1.130  -0.441
C -0.254 2.461 0.919  -0.354
H 2.059 2.293 3.403  0.425
H 0.882 0.129 3.806  0.466
H -1.005 -0.538 2.337  0.525
H -1.730 0.952 0.486  0.396
H -0.565 3.128 0.122  0.484
F -1.110 1.153 -2.089  -0.269
C -1.368 2.013 -3.083  0.311
C -0.639 3.194 -3.173  -0.209
C -0.904 4.087 -4.211  -0.459
C -1.903 3.794 -5.143  -0.453
C -2.632 2.608 -5.041  -0.401
C -2.359 1.710 -4.010  -0.412
H 0.127 3.409 -2.435  0.431
H -0.335 5.009 -4.294  0.358
H -2.112 4.493 -5.950  0.360
H -3.412 2.384 -5.765  0.356
H -2.910 0.779 -3.921  0.395

Atoms 1-3, force components in eV/Å:
-0.01 -0.21 -0.32
-1.75 -0.59 -0.62
-0.54 -1.28 -0.26

Computed properties:
- Total charge: +1
- E_HOMO: -10.90 eV
- Kohn-Sham gap: 0.251 Ha
- DFT total energy: -26857.482 eV
- 2S+1: 1

---

Question: Which of these has the lowest DFT total energy?
Answer: C32H60FeN2O2P3

---

Question: What is the formula in the second record?
Answer: C32H60FeN2O2P3